No. 1
Below is 11 unconnected molecules or ions with the total composition C13H46BF4O10 in a non-equilibrium geometry, with properties calculated with ωB97M-V/def2-TZVPD.

ORCA input file:
```
! wB97M-V def2-TZVPD RIJCOSX def2/J DEFGRID3
* xyz -1 1
B 0.29 -0.21 0.61
F 0.26 -0.90 1.75
F 0.45 -1.12 -0.44
F -0.84 0.55 0.38
F 1.44 0.54 0.76
O 3.08 -0.79 -1.31
H 2.22 -1.01 -1.68
H 2.88 -0.25 -0.54
O -2.97 3.06 1.04
H -2.63 2.45 1.70
H -3.05 3.89 1.50
O -2.73 -1.61 -0.11
H -1.82 -1.51 0.18
H -2.97 -2.50 0.15
C 1.84 5.37 1.91
C 1.42 3.99 1.65
C 0.50 3.87 0.46
O 2.56 3.14 1.58
H 2.64 5.40 2.65
H 0.99 5.91 2.32
H 2.20 5.96 1.07
H 0.78 3.64 2.46
H -0.46 4.39 0.59
H 0.24 2.82 0.31
H 0.95 4.22 -0.46
H 2.21 2.25 1.48
C 1.31 -3.90 -1.85
C 1.05 -4.24 -3.34
C -0.28 -3.78 -3.85
O 2.00 -3.54 -4.08
H 1.66 -2.90 -1.59
H 2.07 -4.61 -1.53
H 0.45 -4.18 -1.25
H 1.10 -5.32 -3.48
H -0.36 -2.73 -3.58
H -1.13 -4.29 -3.38
H -0.31 -4.02 -4.91
H 1.99 -3.68 -5.03
C 0.41 1.96 -2.80
C -1.08 1.92 -2.89
C -1.55 0.60 -3.47
O -1.52 2.20 -1.59
H 0.79 2.97 -2.67
H 0.78 1.57 -3.75
H 0.86 1.29 -2.05
H -1.30 2.71 -3.61
H -1.18 0.53 -4.50
H -2.64 0.62 -3.52
H -1.17 -0.24 -2.89
H -0.94 1.69 -1.03
C -5.25 0.36 0.48
O -4.16 0.71 -0.38
H -6.18 0.86 0.22
H -5.39 -0.72 0.55
H -5.07 0.69 1.50
H -3.58 -0.05 -0.49
C 3.03 -1.15 3.42
O 1.85 -0.41 3.70
H 3.51 -0.80 2.51
H 3.74 -1.03 4.24
H 2.84 -2.21 3.28
H 1.28 -0.54 2.94
C 1.48 -3.96 1.52
O 1.53 -5.38 1.57
H 1.30 -3.46 2.47
H 2.35 -3.55 1.00
H 0.67 -3.54 0.94
H 1.06 -5.63 2.37
C -0.79 1.42 3.75
O -1.79 1.03 2.85
H -1.07 2.23 4.42
H -0.50 0.56 4.35
H 0.00 1.93 3.19
H -1.33 0.47 2.21
*
```

Its energy is -1699.8440 a.u. The strongest force on any atom comes out at 4.019 eV/Å. The HOMO energy is -0.2446 Ha. The energy above the lowest of the compared OMol25 structures with the same formula, charge and spin is 0.0 kcal/mol. The calculation puts the frontier orbital gap at 9.1 eV.

=====

No. 2
Below is 11 unconnected molecules or ions with the total composition C13H48N14O11 in a non-equilibrium geometry, with properties calculated with ωB97M-V/def2-TZVPD.

ORCA input file:
```
! wB97M-V def2-TZVPD RIJCOSX def2/J DEFGRID3
* xyz 0 1
N 0.90 -2.64 -4.32
C 1.33 -2.10 -3.24
N 1.23 -2.84 -2.15
O 1.98 -0.83 -3.27
H 0.89 -2.17 -5.20
H 0.71 -3.71 -4.37
H 1.59 -2.36 -1.32
H 1.00 -3.80 -2.09
N -3.04 -2.56 0.95
C -1.90 -2.75 1.55
N -0.92 -2.94 0.73
O -1.72 -2.75 2.87
H -3.79 -2.56 1.70
H -3.26 -2.66 -0.04
H -0.02 -2.63 1.16
H -1.05 -2.80 -0.28
N -1.58 -2.10 -1.88
C -2.49 -3.01 -2.02
N -3.72 -2.75 -1.74
O -2.11 -4.33 -2.20
H -0.62 -2.33 -2.04
H -1.82 -1.08 -1.76
H -4.26 -3.64 -1.86
H -4.18 -1.86 -1.83
N 1.62 -2.42 1.67
C 2.35 -2.73 0.63
N 2.63 -1.71 -0.03
O 2.84 -3.93 0.34
H 1.63 -3.36 2.21
H 1.54 -1.51 2.17
H 3.52 -1.64 -0.58
H 2.22 -0.74 -0.06
N 6.47 2.17 0.49
C 5.42 2.83 0.14
N 4.35 2.07 0.17
O 5.38 4.16 -0.32
H 7.43 2.66 0.42
H 6.47 1.14 0.69
H 3.56 2.74 0.11
H 4.30 1.19 0.71
N -3.77 -0.04 0.92
C -3.54 0.74 -0.09
N -3.96 1.94 0.06
O -2.84 0.32 -1.16
H -3.47 -1.06 0.92
H -4.26 0.24 1.82
H -3.89 2.48 -0.75
H -4.48 2.32 0.86
N -2.12 2.03 2.42
C -1.17 2.78 2.76
N -1.35 3.36 3.93
O -0.14 3.04 1.84
H -2.33 1.62 1.54
H -2.77 1.80 3.14
H -0.72 4.08 4.07
H -2.16 3.13 4.47
C 0.92 -1.09 4.70
C 0.30 -0.18 3.60
O 1.41 0.22 2.82
H 1.68 -0.47 5.27
H 1.23 -2.01 4.29
H 0.11 -1.23 5.50
H -0.02 0.75 4.03
H -0.39 -0.75 2.87
H 1.09 0.90 2.25
C 0.69 2.99 -2.28
C 1.74 3.87 -1.50
O 2.12 3.43 -0.22
H 1.22 2.05 -2.44
H 0.32 3.60 -3.14
H -0.17 2.79 -1.62
H 1.33 4.79 -1.36
H 2.55 4.09 -2.13
H 1.79 4.04 0.45
C -1.59 0.05 -3.99
O -2.45 1.16 -3.89
H -0.74 0.07 -3.31
H -1.21 -0.12 -5.02
H -2.19 -0.77 -3.74
H -2.54 1.18 -2.95
C -0.15 0.55 -0.12
O 1.25 0.67 -0.16
H -0.27 -0.17 -0.94
H -0.80 1.42 -0.15
H -0.59 0.10 0.78
H 1.46 1.58 -0.43
*
```

Its energy is -2118.2376 a.u. The strongest force on any atom comes out at 10.828 eV/Å. The HOMO energy is -0.3162 Ha. The energy above the lowest of the compared OMol25 structures with the same formula, charge and spin is 225.7 kcal/mol. The calculation puts the frontier orbital gap at 7.8 eV. Its SMILES is NC(N)=O.NC(N)=O.NC(N)=O.NC(N)=O.NC(N)=O.NC(N)=O.NC(N)=O.CCO.CCO.CO.CO.

=====

No. 3
Below is a molecular structure, C13H49CaN20O12 in a non-equilibrium geometry, with properties calculated with ωB97M-V/def2-TZVPD.

ORCA input file:
```
! wB97M-V def2-TZVPD RIJCOSX def2/J DEFGRID3
* xyz 1 1
Ca -2.37 -2.99 -0.12
C -0.16 0.86 -0.54
C 0.08 -0.65 -0.33
O -0.89 -1.14 0.59
H -1.17 1.08 -0.89
H 0.58 1.06 -1.32
H 0.15 1.52 0.27
H 1.05 -0.63 0.16
H 0.05 -1.14 -1.31
C 0.02 2.18 -4.56
O -0.84 3.11 -5.01
H -0.42 1.18 -4.51
H 0.83 2.03 -5.27
H 0.45 2.53 -3.62
H -1.68 2.71 -4.76
C -2.43 -1.54 -3.16
O -2.77 -1.94 -2.08
N -1.28 -1.70 -3.72
N -3.26 -0.89 -3.87
H -1.01 -1.31 -4.61
H -0.57 -2.19 -3.19
H -4.15 -0.97 -3.41
H -3.00 -0.74 -4.83
C 2.73 -3.47 1.19
O 3.34 -4.46 1.13
N 3.19 -2.19 0.81
N 1.55 -3.30 1.69
H 2.55 -1.41 0.82
H 4.14 -2.20 0.48
H 1.02 -2.49 1.39
H 1.12 -4.20 1.81
C 3.80 1.59 -1.97
O 3.51 2.18 -1.01
N 2.95 0.83 -2.66
N 4.96 1.56 -2.47
H 3.41 0.08 -3.16
H 1.96 0.82 -2.47
H 5.05 1.31 -3.45
H 5.70 2.00 -1.94
C -0.13 -5.26 -1.40
O -0.39 -4.08 -1.28
N 0.95 -5.86 -1.94
N -0.85 -6.19 -0.99
H 1.01 -6.86 -1.84
H 1.74 -5.35 -2.31
H -1.65 -6.17 -0.37
H -0.69 -7.09 -1.41
C 4.04 1.34 2.59
O 4.57 0.92 3.66
N 2.77 1.13 2.19
N 4.73 1.99 1.68
H 2.53 1.51 1.29
H 2.13 0.68 2.83
H 5.69 2.20 1.93
H 4.29 2.31 0.84
C -4.16 -0.26 0.11
O -4.05 -1.45 0.30
N -3.30 0.65 0.23
N -5.29 0.47 -0.13
H -3.59 1.62 0.23
H -2.35 0.54 0.57
H -6.16 0.02 0.09
H -5.36 1.47 -0.19
C -2.14 -3.26 3.23
O -1.75 -3.55 2.14
N -2.47 -2.04 3.55
N -2.36 -4.15 4.17
H -2.71 -1.84 4.51
H -2.14 -1.29 2.96
H -2.22 -5.15 4.06
H -2.44 -3.86 5.14
C 0.10 0.38 4.18
O 0.15 1.09 5.21
N 0.56 -0.80 4.08
N -0.25 0.78 2.99
H 0.43 -1.09 3.12
H 0.88 -1.37 4.86
H -0.57 0.18 2.24
H -0.42 1.77 3.00
C -1.88 3.92 1.65
O -1.11 3.47 2.48
N -2.30 3.33 0.55
N -2.51 5.03 1.88
H -2.99 3.64 -0.12
H -1.81 2.53 0.18
H -2.32 5.42 2.80
H -3.26 5.37 1.31
C 0.95 4.90 -0.82
O 0.18 5.77 -0.52
N 1.17 3.85 -0.09
N 1.91 5.00 -1.68
H 0.37 3.59 0.47
H 1.88 3.20 -0.40
H 1.92 5.70 -2.41
H 2.48 4.18 -1.52
*
```

Its energy is -3200.4434 a.u. The strongest force on any atom comes out at 8.962 eV/Å. The HOMO energy is -0.3796 Ha. The energy above the lowest of the compared OMol25 structures with the same formula, charge and spin is 86.0 kcal/mol. The calculation puts the frontier orbital gap at 7.2 eV.

=====

No. 4
Below is a molecular structure, C13H4Br4IrNO2S2, with properties calculated with ωB97M-V/def2-TZVPD.

ORCA input file:
```
! wB97M-V def2-TZVPD RIJCOSX def2/J DEFGRID3
* xyz 0 1
Ir -0.25 0.38 0.07
S 1.64 1.79 -0.06
C 0.47 2.76 0.75
N -0.53 2.03 1.20
C -1.61 2.81 1.59
C -2.84 2.35 2.04
C -3.80 3.29 2.37
C -3.54 4.66 2.26
C -2.31 5.11 1.82
C -1.35 4.18 1.47
S 0.25 4.46 0.80
H -3.03 1.29 2.12
H -4.77 2.96 2.71
H -4.32 5.37 2.51
H -2.12 6.17 1.72
Br -6.64 -1.93 -0.94
C -5.06 -0.91 -0.99
C -5.08 0.41 -1.47
Br -6.70 1.19 -2.04
C -3.91 1.16 -1.50
Br -3.83 2.95 -2.09
C -2.73 0.59 -1.06
O -1.55 1.23 -1.09
C -2.72 -0.70 -0.54
O -1.52 -1.09 -0.04
C -3.87 -1.47 -0.52
Br -3.75 -3.21 0.16
*
```

Its energy is -11899.7649 a.u. The strongest force on any atom comes out at 0.586 eV/Å. The HOMO energy is -0.3044 Ha. The calculation puts the frontier orbital gap at 7.0 eV.

=====

No. 5
Below is a molecular structure, C13H52AlO21P2 in a non-equilibrium geometry, with properties calculated with ωB97M-V/def2-TZVPD.

ORCA input file:
```
! wB97M-V def2-TZVPD RIJCOSX def2/J DEFGRID3
* xyz -3 1
Al 2.46 19.19 -18.79
P 5.72 18.43 -19.80
O 5.14 19.75 -19.18
O 6.56 18.64 -21.10
O 4.58 17.34 -19.83
O 6.87 18.04 -18.79
P 3.76 20.89 -15.94
O 2.84 21.53 -17.02
O 5.03 21.76 -15.64
O 4.36 19.60 -16.50
O 3.23 20.77 -14.54
C 6.01 14.85 -22.13
O 6.44 15.62 -21.06
H 6.60 13.94 -22.08
H 4.95 14.71 -21.95
H 6.19 15.30 -23.11
H 5.73 16.19 -20.78
C 1.06 23.19 -14.36
O 0.79 21.84 -14.47
H 2.06 23.45 -14.00
H 1.21 23.59 -15.36
H 0.36 23.77 -13.75
H 1.61 21.42 -14.76
C 6.58 16.29 -15.85
O 6.08 15.98 -17.13
H 7.66 16.13 -15.92
H 6.37 17.32 -15.56
H 6.21 15.73 -14.99
H 6.00 16.72 -17.73
C 2.06 15.45 -21.43
O 2.21 16.57 -20.55
H 2.18 15.72 -22.48
H 2.75 14.65 -21.18
H 1.06 15.02 -21.37
H 3.13 16.66 -20.32
C 0.73 18.08 -15.01
O 1.77 18.60 -15.76
H 0.83 16.99 -14.99
H 0.80 18.31 -13.95
H -0.25 18.43 -15.35
H 2.21 19.34 -15.32
C 5.67 21.82 -21.24
O 6.17 20.91 -22.20
H 6.24 21.77 -20.31
H 5.55 22.83 -21.64
H 4.67 21.51 -20.94
H 6.51 20.16 -21.70
C 3.12 15.53 -16.77
O 3.17 16.58 -17.67
H 3.96 14.83 -16.78
H 3.11 15.96 -15.77
H 2.14 15.08 -16.88
H 3.89 16.32 -18.26
C 2.70 19.20 -23.09
O 3.17 19.76 -21.84
H 3.25 19.68 -23.90
H 2.66 18.11 -23.10
H 1.69 19.60 -23.16
H 4.05 20.11 -21.98
C -0.97 21.00 -17.15
O 0.34 20.86 -17.60
H -1.60 21.44 -17.93
H -1.38 20.00 -17.05
H -1.04 21.52 -16.20
H 0.92 21.55 -17.27
C 2.00 23.46 -20.27
O 2.07 22.29 -19.52
H 1.39 24.18 -19.74
H 3.00 23.88 -20.41
H 1.55 23.13 -21.21
H 2.47 22.43 -18.65
C -0.66 20.26 -20.87
O 0.13 19.11 -20.75
H -1.67 20.03 -20.53
H -0.31 21.13 -20.32
H -0.86 20.50 -21.91
H -0.46 18.42 -21.08
C 3.89 24.85 -16.25
O 3.45 23.97 -17.27
H 4.80 24.48 -15.78
H 4.08 25.85 -16.64
H 3.09 25.00 -15.52
H 3.30 23.08 -16.94
C -0.61 16.68 -17.73
O -0.33 17.96 -18.27
H -1.37 16.83 -16.96
H -0.99 16.00 -18.49
H 0.32 16.30 -17.33
H -1.14 18.25 -18.69
*
```

Its energy is -3031.4452 a.u. The strongest force on any atom comes out at 4.373 eV/Å. The HOMO energy is 0.0463 Ha. The calculation puts the frontier orbital gap at 3.4 eV.

=====

No. 6
Below is 13 unconnected molecules or ions with the total composition C13H52N10O13 in a non-equilibrium geometry, with properties calculated with ωB97M-V/def2-TZVPD.

ORCA input file:
```
! wB97M-V def2-TZVPD RIJCOSX def2/J DEFGRID3
* xyz 0 1
C -0.58 -3.80 1.32
O -0.31 -4.52 2.47
N -0.51 -2.49 1.25
N -0.80 -4.38 0.20
H 0.09 -2.06 1.95
H -0.72 -1.90 0.42
H -0.74 -5.43 0.24
H -1.03 -3.87 -0.64
C 0.72 2.04 -4.60
O 0.44 3.36 -4.83
N 1.88 1.54 -4.82
N -0.09 1.17 -4.17
H 2.52 2.13 -5.45
H 2.08 0.61 -4.74
H -1.08 1.40 -3.78
H 0.22 0.21 -3.90
C -2.69 -0.09 2.72
O -2.31 0.52 1.50
N -2.38 -1.30 3.02
N -3.29 0.49 3.71
H -1.91 -1.83 2.23
H -2.60 -1.83 3.88
H -3.52 1.53 3.65
H -3.52 -0.02 4.58
C -1.45 -3.51 -2.87
O -1.17 -4.80 -3.30
N -0.68 -2.86 -2.09
N -2.57 -2.90 -3.06
H 0.25 -3.28 -1.85
H -0.80 -1.86 -1.99
H -3.28 -3.27 -3.72
H -2.75 -2.03 -2.61
C -2.37 1.03 -1.94
O -2.68 -0.27 -1.77
N -1.89 1.75 -1.03
N -2.44 1.60 -3.11
H -2.06 1.36 -0.09
H -1.67 2.71 -1.05
H -3.22 1.05 -3.62
H -2.41 2.64 -3.19
C -1.45 3.83 1.82
O -0.58 3.82 0.69
H -1.69 2.77 1.99
H -2.36 4.34 1.46
H -1.04 4.28 2.72
H 0.04 3.09 0.78
C 2.39 -3.34 -0.15
O 1.61 -4.20 -1.00
H 2.65 -3.77 0.81
H 1.75 -2.52 0.03
H 3.20 -2.81 -0.62
H 0.78 -4.38 -0.49
C 2.81 -1.88 -3.14
O 1.65 -1.17 -2.96
H 3.55 -1.48 -2.40
H 3.14 -1.61 -4.16
H 2.57 -2.92 -2.95
H 1.37 -1.17 -2.02
C 0.85 0.27 0.30
O 0.20 -0.16 -0.84
H 1.11 1.32 0.19
H 1.78 -0.29 0.53
H 0.17 0.12 1.16
H -0.43 0.51 -1.18
C 1.30 -2.23 4.36
O 0.94 -1.39 3.26
H 1.58 -3.25 4.02
H 0.40 -2.46 4.91
H 2.02 -1.79 5.07
H 0.39 -0.70 3.61
C 1.04 3.84 -1.83
O 0.37 5.03 -2.05
H 0.29 3.00 -1.84
H 1.47 3.90 -0.82
H 1.87 3.69 -2.51
H -0.55 4.85 -2.35
C 3.13 2.99 1.41
O 1.79 3.12 1.85
H 3.65 2.51 2.21
H 3.61 3.96 1.33
H 3.18 2.42 0.52
H 1.92 3.79 2.59
C 0.10 1.39 4.44
O -0.71 0.40 4.95
H 0.23 1.38 3.34
H 1.10 1.49 5.01
H -0.37 2.33 4.64
H -1.53 0.27 4.40
*
```

Its energy is -2052.0232 a.u. The strongest force on any atom comes out at 9.352 eV/Å. The HOMO energy is -0.3234 Ha. The energy above the lowest of the compared OMol25 structures with the same formula, charge and spin is 158.2 kcal/mol. The calculation puts the frontier orbital gap at 8.7 eV.

=====

- Among the records above, which one has the highest energy?
  C13H46BF4O10